Formula: C46H38N5O2RhS2Si
Source: OMol25
Level of theory: ωB97M-V with the def2-TZVPD basis set

Each line ends with the Löwdin charge.
Atoms and positions in Å:
Rh (-0.61, 0.02, 0.56)  0.90
C (-2.66, 6.20, -4.47)  -0.05
C (-2.52, 5.43, -3.19)  -0.27
C (-2.03, 4.13, -3.18)  -0.04
C (-1.93, 3.41, -2.00)  -0.06
C (-2.31, 3.99, -0.80)  -0.28
C (-2.81, 5.29, -0.79)  -0.05
C (-2.91, 6.00, -1.97)  -0.03
S (-2.11, 3.14, 0.75)  0.59
O (-3.21, 3.55, 1.58)  -0.30
O (-0.79, 3.44, 1.21)  -0.28
N (-2.18, 1.57, 0.38)  -0.19
C (-3.44, 1.03, 0.10)  -0.26
C (-4.60, 1.74, -0.15)  -0.02
C (-5.82, 1.10, -0.43)  -0.06
C (-5.90, -0.26, -0.49)  -0.05
C (-4.74, -1.03, -0.28)  -0.16
C (-4.75, -2.43, -0.40)  0.00
C (-3.59, -3.13, -0.27)  -0.02
C (-2.42, -2.43, 0.03)  -0.13
N (-2.37, -1.13, 0.22)  0.02
C (-3.51, -0.39, 0.03)  -0.13
H (-1.99, 5.81, -5.24)  0.07
H (-2.44, 7.25, -4.33)  0.08
H (-3.68, 6.12, -4.86)  0.08
H (-1.74, 3.66, -4.12)  0.11
H (-1.57, 2.39, -2.01)  0.10
H (-3.12, 5.73, 0.15)  0.12
H (-3.29, 7.01, -1.96)  0.11
H (-4.59, 2.82, -0.10)  0.10
H (-6.69, 1.71, -0.61)  0.11
H (-6.83, -0.76, -0.72)  0.11
H (-5.69, -2.93, -0.63)  0.12
H (-3.55, -4.21, -0.38)  0.11
H (-1.49, -2.98, 0.11)  0.07
S (1.09, 1.38, 4.42)  1.04
C (-0.11, 0.23, 4.81)  -0.39
C (-0.70, -0.31, 3.71)  -0.17
C (-0.15, 0.18, 2.49)  -0.29
C (0.82, 1.12, 2.75)  -0.56
C (1.41, 1.81, 1.64)  -0.31
C (2.32, 2.86, 1.68)  -0.01
C (2.62, 3.53, 0.50)  -0.05
C (2.03, 3.12, -0.68)  -0.05
C (1.18, 2.04, -0.66)  -0.14
N (0.89, 1.40, 0.47)  -0.04
H (-0.35, 0.02, 5.84)  0.07
H (-1.51, -1.02, 3.78)  0.09
H (2.73, 3.18, 2.63)  0.11
H (3.30, 4.37, 0.51)  0.11
H (2.24, 3.62, -1.62)  0.11
H (0.71, 1.67, -1.56)  0.11
C (-0.18, -5.34, 3.82)  -0.09
C (1.07, -5.19, 3.25)  -0.08
C (1.32, -4.13, 2.38)  -0.10
C (0.33, -3.20, 2.05)  -0.25
C (-0.92, -3.38, 2.66)  -0.13
C (-1.17, -4.43, 3.53)  -0.08
Si (0.80, -1.85, 0.77)  0.71
C (0.67, -2.73, -0.92)  -0.31
C (0.76, -4.11, -1.07)  -0.10
C (0.66, -4.71, -2.32)  -0.08
C (0.47, -3.93, -3.45)  -0.09
C (0.38, -2.55, -3.33)  -0.09
C (0.48, -1.96, -2.07)  -0.12
C (2.66, -1.70, 1.08)  -0.29
C (3.59, -2.30, 0.22)  -0.12
C (4.95, -2.31, 0.52)  -0.09
C (5.41, -1.71, 1.68)  -0.10
C (4.51, -1.12, 2.56)  -0.08
C (3.15, -1.14, 2.27)  -0.10
H (-0.38, -6.16, 4.51)  0.10
H (1.86, -5.90, 3.48)  0.10
H (2.31, -4.04, 1.97)  0.10
H (-1.71, -2.67, 2.46)  0.07
H (-2.16, -4.52, 3.98)  0.10
H (0.90, -4.74, -0.20)  0.10
H (0.74, -5.78, -2.42)  0.10
H (0.39, -4.39, -4.43)  0.10
H (0.24, -1.93, -4.20)  0.10
H (0.44, -0.88, -1.99)  0.07
H (3.25, -2.75, -0.70)  0.10
H (5.65, -2.78, -0.16)  0.10
H (6.47, -1.71, 1.91)  0.10
H (4.86, -0.67, 3.48)  0.10
H (2.46, -0.74, 3.00)  0.08
N (4.21, 0.63, -0.73)  -0.01
C (5.31, 1.18, -1.30)  -0.11
C (5.12, 1.11, -2.66)  -0.08
C (3.86, 0.50, -2.81)  -0.16
N (3.32, 0.21, -1.63)  0.04
H (4.02, 0.49, 0.25)  0.13
H (6.12, 1.55, -0.70)  0.11
H (5.79, 1.45, -3.43)  0.09
H (3.33, 0.26, -3.71)  0.10

The HOMO energy is -7.68 eV. As for the energy relative to the best compared isomer or geometry (same formula, charge and spin): 0.8 kcal/mol. Its spin multiplicity is 1. The maximum force is 0.5 eV/A. Its orbital gap is 7.363 eV.



Formula: C46H39Cl68NO5
Source: OMol25
Level of theory: ωB97M-V with the def2-TZVPD basis set

Each line ends with the Löwdin charge.
Atoms and positions in Å:
C (0.18, -6.70, 1.47)  -0.05
C (-1.01, -7.24, 2.28)  -0.24
O (-2.03, -6.26, 2.37)  -0.14
C (-2.75, -6.16, 1.16)  -0.15
C (-3.06, -4.73, 0.80)  -0.04
C (-2.94, -4.25, -0.51)  -0.15
C (-2.42, -5.11, -1.65)  -0.07
C (-1.34, -4.31, -2.40)  -0.21
O (-0.30, -5.16, -2.86)  -0.12
C (0.86, -4.42, -3.20)  -0.18
C (2.11, -5.12, -2.63)  -0.15
O (3.15, -4.17, -2.42)  -0.03
C (3.09, -3.44, -1.26)  -0.25
C (4.19, -2.61, -1.01)  -0.07
C (4.20, -1.79, 0.10)  -0.03
C (3.16, -1.75, 1.02)  -0.19
C (3.20, -0.79, 2.21)  -0.46
C (4.17, -1.46, 3.24)  -0.06
C (1.84, -0.69, 2.92)  -0.04
C (3.83, 0.57, 1.89)  -0.11
C (2.95, 1.65, 1.19)  -0.56
C (3.94, 2.50, 0.35)  -0.09
C (2.35, 2.63, 2.20)  -0.05
C (1.91, 1.11, 0.21)  -0.05
C (2.09, -2.60, 0.78)  -0.02
C (2.06, -3.43, -0.34)  -0.01
C (-3.28, -2.94, -0.80)  -0.15
C (-3.70, -2.05, 0.17)  -0.06
C (-3.77, -2.51, 1.47)  -0.09
C (-3.48, -3.83, 1.78)  -0.02
C (-3.70, -3.98, 3.27)  -0.35
O (-3.88, -4.94, 3.94)  0.16
N (-3.66, -2.62, 3.80)  0.14
C (-4.18, -1.80, 2.73)  -0.37
O (-4.83, -0.82, 2.87)  0.12
H (0.04, -6.97, 0.42)  0.06
H (0.13, -5.61, 1.49)  0.07
H (1.13, -7.06, 1.83)  0.07
H (-1.39, -8.15, 1.81)  0.12
H (-0.69, -7.49, 3.29)  0.12
H (-3.71, -6.68, 1.30)  0.15
H (-2.23, -6.69, 0.36)  0.10
H (-3.23, -5.38, -2.32)  0.13
H (-1.91, -5.98, -1.24)  0.10
H (-0.90, -3.62, -1.68)  0.11
H (-1.80, -3.74, -3.21)  0.13
H (0.96, -4.31, -4.28)  0.13
H (0.85, -3.42, -2.78)  0.12
H (1.89, -5.74, -1.77)  0.12
H (2.47, -5.80, -3.40)  0.13
H (5.04, -2.59, -1.69)  -0.01
H (5.08, -1.16, 0.24)  0.11
H (4.07, -0.95, 4.20)  0.06
H (5.18, -1.37, 2.85)  0.09
H (3.88, -2.50, 3.33)  0.01
H (1.77, 0.16, 3.59)  0.08
H (1.01, -0.73, 2.22)  0.07
H (1.73, -1.58, 3.55)  0.09
H (4.14, 0.99, 2.85)  0.10
H (4.74, 0.47, 1.30)  0.10
H (3.42, 3.33, -0.14)  0.07
H (4.29, 1.86, -0.46)  0.09
H (4.80, 2.81, 0.93)  0.08
H (3.18, 3.01, 2.80)  0.08
H (1.91, 3.49, 1.70)  0.08
H (1.64, 2.16, 2.88)  0.07
H (1.63, 1.93, -0.44)  0.02
H (1.00, 0.85, 0.75)  0.08
H (2.27, 0.30, -0.42)  0.08
H (1.24, -2.64, 1.45)  0.10
H (1.18, -4.06, -0.47)  0.09
H (-3.19, -2.58, -1.82)  0.09
H (-3.94, -1.02, -0.06)  0.12
H (-2.68, -2.38, 3.94)  0.15
C (6.89, -0.47, -4.09)  -2.00
Cl (5.98, 0.47, -5.28)  0.52
Cl (8.02, 0.59, -3.23)  0.47
Cl (5.77, -1.20, -2.93)  0.64
Cl (7.80, -1.75, -4.90)  0.54
C (-0.61, 2.55, -2.95)  -2.05
Cl (-1.15, 3.43, -4.38)  0.51
Cl (0.96, 1.81, -3.28)  0.54
Cl (-0.47, 3.67, -1.59)  0.52
Cl (-1.79, 1.29, -2.55)  0.52
C (6.50, -0.02, 6.59)  -2.04
Cl (7.78, 0.80, 7.49)  0.53
Cl (5.17, -0.41, 7.69)  0.50
Cl (5.92, 1.04, 5.30)  0.54
Cl (7.14, -1.51, 5.89)  0.52
C (-8.46, 0.27, 1.78)  -2.03
Cl (-8.08, -0.49, 3.32)  0.53
Cl (-10.11, -0.15, 1.29)  0.50
Cl (-8.32, 2.02, 1.93)  0.53
Cl (-7.34, -0.31, 0.53)  0.51
C (7.28, 5.21, -1.69)  -2.02
Cl (7.60, 3.56, -2.23)  0.49
Cl (7.35, 6.29, -3.11)  0.49
Cl (5.68, 5.31, -0.97)  0.55
Cl (8.49, 5.68, -0.49)  0.53
C (-7.39, -3.12, -2.42)  -2.01
Cl (-8.29, -3.99, -1.18)  0.54
Cl (-7.09, -4.18, -3.80)  0.53
Cl (-8.33, -1.72, -2.94)  0.50
Cl (-5.83, -2.59, -1.73)  0.63
C (4.94, -6.00, 4.53)  -2.05
Cl (6.22, -5.14, 5.40)  0.52
Cl (3.64, -6.43, 5.65)  0.52
Cl (4.30, -4.96, 3.26)  0.56
Cl (5.61, -7.47, 3.82)  0.53
C (4.49, -1.58, 11.95)  -2.06
Cl (4.05, -3.08, 11.13)  0.52
Cl (3.03, -0.71, 12.42)  0.52
Cl (5.45, -1.95, 13.39)  0.52
Cl (5.44, -0.58, 10.85)  0.49
C (9.79, 1.34, -7.33)  -2.05
Cl (8.59, 0.25, -8.02)  0.51
Cl (10.13, 2.64, -8.48)  0.52
Cl (9.19, 2.04, -5.82)  0.49
Cl (11.28, 0.45, -7.00)  0.53
C (10.57, 9.64, -1.98)  -2.05
Cl (9.34, 8.43, -2.38)  0.47
Cl (10.79, 10.73, -3.35)  0.52
Cl (10.05, 10.56, -0.57)  0.52
Cl (12.09, 8.82, -1.63)  0.52
C (1.87, 6.38, -5.38)  -2.03
Cl (2.61, 7.92, -4.87)  0.50
Cl (0.58, 6.66, -6.55)  0.52
Cl (3.12, 5.37, -6.12)  0.53
Cl (1.21, 5.56, -3.97)  0.49
C (-11.90, 0.30, -3.48)  -2.05
Cl (-11.47, -0.10, -1.82)  0.50
Cl (-12.96, 1.72, -3.53)  0.52
Cl (-10.40, 0.65, -4.35)  0.48
Cl (-12.72, -1.07, -4.23)  0.54
C (-8.85, -3.10, 6.54)  -2.05
Cl (-8.41, -1.39, 6.64)  0.51
Cl (-10.14, -3.30, 5.35)  0.52
Cl (-7.44, -4.04, 6.05)  0.53
Cl (-9.42, -3.65, 8.12)  0.50
C (-8.96, 4.73, -3.90)  -2.05
Cl (-9.65, 5.96, -4.97)  0.53
Cl (-8.02, 5.52, -2.63)  0.52
Cl (-10.26, 3.79, -3.17)  0.49
Cl (-7.91, 3.66, -4.83)  0.51
C (-12.52, -3.83, 10.46)  -2.07
Cl (-13.00, -4.39, 8.86)  0.51
Cl (-11.34, -4.96, 11.15)  0.52
Cl (-11.80, -2.23, 10.34)  0.51
Cl (-13.95, -3.76, 11.51)  0.52
C (0.38, 10.75, -8.10)  -2.04
Cl (-0.23, 9.44, -9.12)  0.52
Cl (-0.96, 11.77, -7.59)  0.50
Cl (1.19, 10.06, -6.69)  0.49
Cl (1.53, 11.72, -9.03)  0.52
C (-2.83, 14.57, -10.11)  -2.05
Cl (-2.74, 16.33, -10.06)  0.52
Cl (-3.51, 14.05, -11.65)  0.52
Cl (-1.21, 13.88, -9.93)  0.49
Cl (-3.86, 13.99, -8.79)  0.52

The HOMO energy is -8.60 eV. Its spin multiplicity is 1. The maximum force is 1.2 eV/A. Its orbital gap is 8.302 eV.



Formula: C46H39ClN2NiO4P2Si
Source: OMol25
Level of theory: ωB97M-V with the def2-TZVPD basis set

Each line ends with the Mulliken spin population.
Atoms and positions in Å:
Ni (-0.21, 0.06, -0.15)  1.32
C (-0.68, 3.65, -1.05)  0.02
Si (0.01, 2.30, 0.11)  0.17
C (1.89, 2.68, 0.15)  0.02
C (2.33, 3.99, 0.39)  -0.04
C (3.66, 4.33, 0.26)  0.00
C (4.58, 3.37, -0.12)  0.00
C (4.17, 2.07, -0.35)  0.00
C (2.82, 1.71, -0.21)  -0.01
P (2.23, -0.03, -0.40)  0.07
C (3.19, -0.67, -1.85)  0.03
C (4.57, -0.86, -1.78)  0.00
C (5.28, -1.31, -2.88)  0.00
C (4.63, -1.62, -4.07)  0.00
C (3.25, -1.48, -4.13)  0.00
C (2.54, -1.01, -3.03)  0.00
C (3.19, -0.81, 0.95)  0.03
C (3.56, -2.15, 0.86)  0.00
C (4.33, -2.73, 1.85)  0.00
C (4.76, -1.97, 2.93)  0.01
C (4.39, -0.64, 3.03)  0.00
C (3.60, -0.06, 2.05)  0.00
C (-0.79, 2.60, 1.82)  0.00
C (-1.33, 3.84, 2.17)  -0.01
C (-2.01, 4.02, 3.37)  0.00
C (-2.13, 2.95, 4.25)  0.01
C (-1.59, 1.72, 3.93)  -0.01
C (-0.95, 1.52, 2.71)  0.04
P (-0.29, -0.14, 2.21)  0.04
C (0.84, -0.44, 3.62)  0.01
C (1.44, 0.61, 4.31)  0.01
C (2.24, 0.36, 5.41)  0.00
C (2.46, -0.95, 5.82)  0.01
C (1.89, -2.00, 5.12)  0.00
C (1.10, -1.75, 4.01)  0.02
C (-1.60, -1.37, 2.65)  0.03
C (-2.12, -1.54, 3.93)  0.00
C (-3.15, -2.44, 4.14)  0.00
C (-3.64, -3.22, 3.10)  0.00
C (-3.08, -3.11, 1.84)  0.00
C (-2.08, -2.18, 1.62)  0.00
H (-0.53, 4.65, -0.63)  0.01
H (-0.18, 3.63, -2.02)  -0.01
H (-1.75, 3.51, -1.22)  0.00
H (1.61, 4.75, 0.68)  0.00
H (3.99, 5.35, 0.45)  0.00
H (5.63, 3.63, -0.25)  0.00
H (4.90, 1.34, -0.64)  0.00
H (5.10, -0.69, -0.86)  0.00
H (6.35, -1.43, -2.81)  0.00
H (5.18, -1.98, -4.92)  0.00
H (2.71, -1.76, -5.03)  0.00
H (1.47, -0.96, -3.10)  0.01
H (3.25, -2.75, 0.01)  0.00
H (4.61, -3.77, 1.77)  0.00
H (5.38, -2.42, 3.70)  0.00
H (4.73, -0.04, 3.87)  0.00
H (3.32, 0.98, 2.13)  0.00
H (-1.22, 4.68, 1.50)  0.00
H (-2.43, 4.98, 3.62)  0.00
H (-2.66, 3.08, 5.19)  0.00
H (-1.68, 0.91, 4.64)  0.00
H (1.27, 1.63, 3.99)  0.00
H (2.69, 1.18, 5.95)  0.00
H (3.07, -1.14, 6.70)  0.00
H (2.07, -3.02, 5.43)  0.00
H (0.68, -2.58, 3.44)  0.00
H (-1.71, -1.01, 4.77)  0.00
H (-3.57, -2.55, 5.14)  0.00
H (-4.44, -3.93, 3.29)  0.00
H (-3.40, -3.74, 1.02)  0.00
H (-1.65, -2.10, 0.64)  0.03
N (-0.59, -0.02, -2.32)  0.09
C (-1.95, 0.08, -2.69)  -0.01
C (-2.38, 0.10, -3.99)  0.00
C (-3.74, 0.16, -4.30)  -0.01
C (-4.68, 0.22, -3.31)  0.01
C (-4.27, 0.26, -1.95)  0.00
C (-5.18, 0.42, -0.89)  0.01
C (-4.69, 0.56, 0.38)  -0.01
C (-3.31, 0.50, 0.60)  0.02
N (-2.42, 0.28, -0.36)  0.06
C (-2.89, 0.19, -1.64)  0.02
H (0.01, 0.27, -3.08)  0.01
H (-0.35, -0.98, -2.05)  -0.01
H (-1.64, 0.06, -4.79)  0.00
H (-4.05, 0.16, -5.34)  0.00
H (-5.73, 0.25, -3.54)  0.00
H (-6.25, 0.44, -1.08)  0.00
H (-5.35, 0.71, 1.23)  0.00
H (-2.93, 0.63, 1.60)  0.00
O (1.35, -4.33, -1.08)  0.00
Cl (0.30, -3.65, -0.39)  0.00
O (-0.98, -4.17, -0.77)  0.00
O (0.47, -3.73, 1.03)  0.00
O (0.35, -2.23, -0.78)  0.01

The HOMO energy (spin up / spin down) is -6.22 / -8.53 eV. As for the energy relative to the best compared isomer or geometry (same formula, charge and spin): 23.7 kcal/mol. Its spin multiplicity is 3. The maximum force is 0.7 eV/A. Its orbital gap (spin up / spin down) is 5.853 / 8.098 eV.



Question: Which of these has the highest spin multiplicity?
Answer: C46H39ClN2NiO4P2Si